{"formula": "C26H21IrN7OS4", "method": "wB97M-V/def2-TZVPD", "homo_ev": [-13.92, -14.43], "spin_multiplicity": 2, "total_charge": 2, "de_lowest_kj_mol": 13.3, "species": ["Ir", "S", "S", "S", "S", "O", "N", "N", "N", "N", "N", "N", "N", "C", "C", "C", "C", "C", "C", "C", "C", "C", "C", "C", "C", "C", "C", "C", "C", "C", "C", "C", "C", "C", "C", "C", "C", "C", "C", "H", "H", "H", "H", "H", "H", "H", "H", "H", "H", "H", "H", "H", "H", "H", "H", "H", "H", "H", "H", "H"], "xyz": [[-0.3522, 0.0622, -0.1736], [0.0612, -1.6956, 1.2453], [-1.6682, -1.4178, -1.4573], [1.4855, 1.0868, 0.8708], [1.3509, -1.3477, -2.6431], [1.1267, -0.1784, -1.6273], [-0.8361, 1.7311, -1.4148], [-2.7368, -4.9062, -1.5970], [-0.7790, -5.1774, 1.9474], [1.7661, 1.9128, 3.3861], [-0.3377, 1.8236, 2.8368], [-2.0243, 5.8201, -4.6698], [-1.7702, 0.7643, 1.1985], [1.0433, 2.2978, 4.5008], [0.0495, 2.7157, -1.6378], [-0.8498, -2.9637, 0.6200], [-0.2218, 3.7843, -2.4670], [2.8856, -0.8156, -3.3672], [-2.2278, -3.9954, -1.1155], [-0.2536, 2.2382, 4.1797], [-2.0249, 1.7949, -2.0360], [2.7980, -2.6711, -0.7025], [-1.4555, 3.8444, -3.1034], [-3.9453, 2.1298, 2.2919], [3.1429, -3.8238, -0.0171], [1.6468, -5.1223, -1.4017], [-1.5943, 1.6474, 2.1975], [-1.5687, -2.8497, -0.5635], [2.5683, -5.0428, -0.3667], [1.2842, -3.9730, -2.0904], [-2.3737, 2.8258, -2.8829], [-1.7739, 4.9420, -3.9752], [1.8675, -2.7630, -1.7324], [-3.0532, 0.4862, 0.8462], [0.9297, 1.6128, 2.3860], [-0.8211, -4.2000, 1.3456], [-4.1534, 1.1161, 1.3714], [-2.6576, 2.3839, 2.7089], [3.2211, 1.8130, 3.3023], [3.5070, 0.7807, 3.1085], [0.5186, 4.5566, -2.6182], [-3.1695, -0.2805, 0.0992], [3.5915, 2.4536, 2.5046], [1.0033, 2.6306, -1.1422], [-2.4776, 3.1649, 3.4300], [-2.7255, 0.9950, -1.8438], [1.5199, 2.5649, 5.4274], [-1.1125, 2.4112, 4.7974], [3.8624, -3.7776, 0.7892], [3.6321, -0.6906, -2.5858], [2.8394, -5.9374, 0.1776], [3.2334, -1.7159, -0.4333], [3.6391, 2.1372, 4.2501], [-5.1417, 0.8319, 1.0406], [0.5584, -4.0182, -2.8945], [2.6913, 0.1221, -3.8841], [-4.7687, 2.7041, 2.6943], [1.2028, -6.0722, -1.6666], [3.1898, -1.5812, -4.0802], [-3.3417, 2.8312, -3.3629]], "atomic_forces_ev_per_a": [[0.27, -0.07, -0.16], [0.19, 0.01, -0.08], [-0.15, 0.19, 0.06], [-0.03, 0.29, 0.00], [-0.14, 0.04, -0.04], [0.22, -0.21, 0.24], [0.01, 0.10, -0.03], [0.00, -0.02, 0.00], [0.01, -0.01, -0.01], [-0.06, 0.01, 0.05], [-0.03, -0.15, 0.11], [-0.01, 0.01, 0.00], [-0.37, -0.21, -0.23], [0.05, 0.00, -0.05], [-0.05, -0.09, -0.11], [0.02, -0.15, 0.10], [0.03, 0.00, 0.01], [0.00, 0.06, -0.01], [0.06, 0.08, 0.03], [-0.01, 0.01, 0.01], [-0.01, 0.09, 0.06], [0.01, -0.01, 0.05], [0.00, 0.08, -0.04], [-0.06, -0.02, -0.01], [0.00, 0.04, 0.00], [-0.02, 0.00, 0.03], [0.05, 0.04, -0.02], [-0.11, -0.21, -0.07], [-0.03, 0.00, 0.00], [-0.05, 0.02, 0.01], [-0.04, -0.06, 0.03], [0.01, -0.03, 0.02], [-0.04, -0.03, 0.04], [0.09, 0.14, 0.14], [0.07, 0.03, -0.04], [0.01, 0.06, -0.07], [0.02, 0.00, 0.02], [0.02, 0.05, 0.03], [0.00, 0.01, 0.00], [0.00, 0.00, -0.01], [0.01, -0.01, 0.01], [-0.03, 0.00, -0.02], [0.00, 0.00, 0.00], [0.02, 0.01, 0.03], [0.06, 0.00, 0.01], [0.01, -0.02, -0.03], [0.00, 0.00, 0.00], [-0.05, -0.03, -0.03], [0.00, 0.00, 0.00], [0.01, 0.01, 0.00], [0.01, 0.00, -0.01], [-0.01, 0.00, 0.00], [0.00, 0.00, 0.00], [0.00, -0.01, 0.00], [0.00, 0.00, 0.00], [0.02, -0.01, -0.01], [0.00, 0.00, -0.01], [0.01, 0.00, 0.00], [0.00, -0.01, 0.01], [0.00, 0.00, 0.00]], "lowdin_spin": [0.0846, 0.3267, 0.2373, 0.0016, 0.0106, 0.0105, -0.0011, 0.0450, 0.0123, 0.0003, 0.0016, 0.0009, 0.0090, 0.0004, 0.0015, 0.0835, -0.0005, 0.0013, 0.0059, 0.0001, 0.0028, 0.0077, 0.0016, -0.0005, 0.0040, 0.0044, 0.0010, 0.1295, 0.0002, -0.0006, -0.0004, 0.0001, 0.0017, 0.0053, 0.0010, 0.0008, 0.0004, 0.0000, -0.0001, 0.0000, -0.0001, 0.0064, 0.0000, 0.0000, 0.0000, 0.0020, 0.0000, 0.0000, 0.0000, 0.0005, 0.0000, 0.0003, 0.0000, 0.0002, -0.0001, 0.0000, 0.0000, 0.0003, 0.0002, -0.0001]}